No. 1
2 unconnected molecules or ions with the total composition C23H28ClN5O3 in a non-equilibrium geometry, computed with wB97M-V/def2-TZVPD.

```
! RIJCOSX wB97M-V def2-TZVPD def2/J DEFGRID3
* xyz 0 1
C -5.16 1.70 1.24
N -4.29 2.04 0.12
C -3.56 3.16 0.04
O -3.55 4.01 0.93
C -2.71 3.34 -1.24
C -1.33 2.70 -1.07
C -1.38 1.24 -0.67
C -1.67 0.26 -1.64
C -1.79 -1.10 -1.26
C -1.60 -1.47 0.09
O -1.70 -2.78 0.44
C -1.31 -0.48 1.06
C -1.20 0.87 0.67
N -2.54 4.75 -1.63
C -3.47 5.57 -2.11
C -4.89 5.07 -2.32
O -3.18 6.71 -2.42
H -5.18 0.61 1.38
H -4.80 2.16 2.16
H -6.18 2.05 1.04
H -4.18 1.36 -0.61
H -3.22 2.82 -2.05
H -0.77 3.25 -0.32
H -0.78 2.79 -2.02
H -1.80 0.53 -2.68
H -2.00 -1.86 -1.99
H -1.17 -3.01 1.22
H -1.17 -0.77 2.09
H -0.99 1.63 1.42
H -1.64 5.17 -1.46
H -5.46 5.85 -2.82
H -4.88 4.18 -2.94
H -5.34 4.86 -1.36
N -0.15 -3.89 2.46
C 0.75 -3.06 3.27
C 1.96 -2.61 2.48
C 3.17 -2.38 3.14
C 4.30 -1.93 2.44
C 4.24 -1.71 1.06
C 5.46 -1.22 0.32
N 5.53 -1.78 -1.04
C 5.95 -3.07 -1.35
C 5.82 -3.19 -2.70
Cl 6.19 -4.59 -3.67
C 5.31 -1.92 -3.16
N 5.14 -1.09 -2.16
C 3.02 -1.93 0.40
C 1.90 -2.38 1.09
H 0.38 -4.63 1.99
H -0.88 -4.30 3.04
H 0.21 -2.18 3.64
H 1.08 -3.64 4.13
H 3.24 -2.53 4.21
H 5.22 -1.76 2.99
H 6.37 -1.49 0.86
H 5.42 -0.13 0.25
H 6.29 -3.83 -0.66
H 5.10 -1.68 -4.20
H 2.93 -1.75 -0.67
H 0.98 -2.54 0.54
*
```

The calculation puts the highest occupied orbital energy at -8.52 eV. The molar mass comes out at 457.96 g mol⁻¹. Its LUMO energy is 0.426 eV. Its structure (SMILES) is CNC(=O)[C@H](Cc1ccc(O)cc1)NC(C)=O.NCc1ccc(Cn2cc(Cl)cn2)cc1.


No. 2
A single C6H12N2O molecule in a non-equilibrium geometry, computed with wB97M-V/def2-TZVPD.

```
! RIJCOSX wB97M-V def2-TZVPD def2/J DEFGRID3
* xyz 0 1
C 0.95 -1.10 -1.18
C 0.97 0.33 -1.70
C -0.27 -1.61 -0.28
C -0.35 0.66 0.43
C -1.63 1.32 0.71
C 0.58 1.22 1.45
N 0.25 1.31 -0.92
N -0.53 -0.81 0.86
O -0.05 -2.95 0.15
H 0.96 -1.95 -1.94
H 1.72 -1.30 -0.53
H 2.08 0.78 -1.70
H 0.52 0.48 -2.68
H -1.16 -1.84 -0.97
H -1.80 0.91 1.74
H -2.47 1.04 0.11
H -1.42 2.44 0.62
H 1.57 0.83 1.27
H 0.17 1.07 2.46
H 0.58 2.29 1.27
H -0.67 -3.13 0.84
*
```

The calculation puts the highest occupied orbital energy (spin up / spin down) at -9.42 / -9.51 eV. The molar mass comes out at 128.17 g mol⁻¹. Its LUMO energy (spin up / spin down) is -0.670 / -0.073 eV.